Density functional theory data (ωB97M-V with the def2-TZVPD basis set) for a structure of composition C20H21LiN7.

Output
HOMO-LUMO gap = 9.07 eV
net charge = +1
HOMO energy = -11.176 eV
E = -1165.5328 hartree
LUMO = -0.077 Eh

```
49
Properties=species:S:1:pos:R:3:forces:R:3:lowdin_charge:R:1
Li -0.561 -0.181 0.213 -0.1 -0.3 -0.1 0.579
C 0.810 -0.043 2.752 0.3 0.1 0.5 -0.135
N -0.542 0.204 2.293 -0.1 -0.3 0.2 -0.103
C -0.871 1.611 2.112 0.1 0.5 0.3 -0.140
C -2.060 1.703 1.223 -0.3 0.0 -0.1 -0.317
N -2.270 0.814 0.290 0.4 -0.2 0.1 0.093
C -3.433 1.183 -0.341 -0.5 0.7 0.1 -0.221
C -4.135 0.575 -1.376 0.0 0.1 0.1 -0.007
C -5.283 1.202 -1.812 0.0 -0.2 -0.1 -0.078
C -5.734 2.398 -1.248 0.0 0.1 0.1 -0.077
C -5.063 3.005 -0.205 0.0 0.0 0.1 -0.012
C -3.913 2.373 0.246 -0.1 -0.5 -0.5 -0.179
N -3.012 2.670 1.249 0.2 0.1 0.2 0.179
C 1.757 0.032 1.604 0.2 -0.1 -0.1 -0.322
N 1.427 0.463 0.419 -0.7 0.2 0.3 0.113
C 2.559 0.364 -0.356 0.8 -0.2 0.2 -0.230
C 2.788 0.740 -1.673 0.1 -0.1 0.1 -0.020
C 4.051 0.521 -2.181 -0.2 0.1 -0.2 -0.078
C 5.066 -0.063 -1.418 0.0 -0.1 0.1 -0.077
C 4.861 -0.424 -0.102 0.1 0.0 0.1 -0.014
C 3.600 -0.187 0.420 -0.3 0.3 -0.6 -0.184
N 3.050 -0.386 1.668 -0.1 0.0 0.2 0.181
H 0.861 -1.052 3.169 -0.1 0.1 0.1 0.132
H 1.128 0.658 3.545 0.0 -0.2 -0.1 0.140
H -1.205 -0.201 2.945 0.1 -0.1 -0.2 0.138
H -0.032 2.089 1.602 0.0 0.1 0.1 0.126
H -1.041 2.131 3.066 0.0 0.0 -0.1 0.138
H -3.786 -0.353 -1.801 0.0 -0.1 -0.1 0.114
H -5.852 0.755 -2.611 -0.1 0.0 -0.1 0.106
H -6.631 2.857 -1.635 -0.1 0.0 0.0 0.108
H -5.420 3.923 0.236 0.0 0.1 0.0 0.113
H -3.048 3.465 1.867 0.0 -0.1 0.0 0.173
H 2.001 1.191 -2.256 0.0 0.0 -0.1 0.116
H 4.260 0.800 -3.201 0.1 0.1 -0.1 0.107
H 6.034 -0.226 -1.863 0.1 0.0 -0.1 0.107
H 5.646 -0.860 0.493 0.1 0.0 0.1 0.112
H 3.537 -0.719 2.484 -0.1 0.0 0.0 0.172
C 0.602 -3.514 0.888 0.1 0.0 0.0 0.001
C 0.722 -2.797 -0.403 0.0 -0.2 0.1 -0.404
N -0.032 -1.796 -0.792 -0.2 -0.2 0.4 0.018
C 0.367 -1.479 -2.057 0.3 -0.3 -0.4 -0.156
C 1.384 -2.299 -2.435 -0.2 0.2 -0.4 -0.077
N 1.602 -3.131 -1.373 0.0 0.0 0.1 0.124
H -0.240 -3.098 1.433 -0.1 0.0 0.1 0.080
H 1.507 -3.411 1.483 0.1 0.0 0.1 0.078
H 0.428 -4.576 0.726 -0.1 -0.1 0.1 0.089
H -0.115 -0.695 -2.603 0.0 0.2 -0.3 0.108
H 1.934 -2.379 -3.349 0.2 0.0 -0.2 0.118
H 2.299 -3.858 -1.331 -0.1 0.0 0.0 0.169
```
Forces are in eV/Å.



Density functional theory data (ωB97M-V with the def2-TZVPD basis set) for a cluster of 2 separate species, CH4IPS2 in total.

Output
HOMO-LUMO gap = 8.01 eV
net charge = 0
SMILES = S=CI.PS
HOMO energy = -8.821 eV
ΔE to the lowest compared entry with this formula, charge and spin = 39.9 kcal per mole
E = -1475.8458 hartree
LUMO = -0.030 Eh

```
9
Properties=species:S:1:pos:R:3:forces:R:3:lowdin_charge:R:1
S 0.097 -2.155 -2.824 0.1 0.4 0.9 0.593
C -0.241 -1.528 -1.388 -2.4 -0.9 -2.5 -1.173
I -2.297 -1.074 -0.829 0.8 -0.1 -0.2 0.625
H 0.420 -1.350 -0.616 1.3 0.5 1.6 -0.115
P 0.253 0.583 1.320 -1.3 -1.5 1.3 0.330
S 0.717 2.092 0.041 2.7 0.9 -0.4 0.326
H 0.152 1.226 2.559 -0.2 0.4 0.3 -0.142
H 1.440 0.087 1.741 1.6 -0.4 0.0 -0.165
H -0.541 2.120 -0.005 -2.7 0.7 -0.9 -0.279
```
Forces are in eV/Å.